# 1
A 4-piece molecular cluster, C44H69Cl2N3O8P overall in a non-equilibrium geometry, computed with ωB97M-V with the def2-TZVPD basis set.

Properties
Frontier orbital gap, eV: 6.8
Energy relative to the best compared isomer or geometry (same formula, charge and spin), kJ/mol: 424.2
HOMO level, eV: -11.31
Net charge: +1
Strongest force on any atom, eV/Å: 4.35
Electronic energy, eV: -101922.454

XYZ file:
```
127
Properties=species:S:1:pos:R:3:forces:R:3:lowdin_charge:R:1
C 3.3835 -5.7770 0.8488 -0.419 0.350 -0.172 -0.0819
C 2.4499 -4.4930 0.6224 0.642 -1.105 1.014 -0.3671
C 3.2147 -3.2913 1.3051 0.037 0.652 -1.217 -0.1160
C 1.0306 -4.7987 1.2891 0.204 0.172 0.847 -0.2723
C 0.7728 -3.9730 2.6350 -0.239 0.515 -0.568 -0.0571
C -0.1915 -4.7715 0.2937 0.684 -2.439 0.953 -0.1191
O -0.2756 -3.6523 -0.6209 -0.484 1.230 1.153 -0.0532
C -0.4237 -2.4330 -0.0323 0.431 2.499 0.751 -0.1610
C -1.5301 -2.0096 0.8447 0.287 1.391 -1.326 0.1314
C -2.7168 -3.0047 1.1497 0.744 0.544 0.990 -0.4356
O -2.6655 -3.5460 2.2193 -0.320 0.080 -0.943 0.1400
O -3.7352 -3.1602 0.2275 1.520 -1.347 -0.478 -0.0652
P -4.5370 -4.6412 0.3641 -2.832 -2.091 1.794 0.6059
N -5.6723 -4.5220 1.4429 1.632 -0.200 -1.064 -0.1328
O -5.1353 -5.0167 -1.1410 2.205 0.777 1.876 -0.1238
O -3.4816 -5.9067 0.7176 -0.717 1.815 -1.028 -0.1617
C -1.5409 -0.6297 1.4063 2.693 -0.568 -1.794 -0.0718
O -2.5368 -0.1074 2.2004 0.627 -1.526 -0.730 0.0536
C -2.7408 -0.8447 3.4064 -1.595 -0.891 2.137 -0.3665
O -1.8229 -1.2066 4.0834 -0.258 0.527 -0.910 0.1591
C -4.2339 -1.1133 3.7563 -1.404 0.422 -1.292 -0.0984
C -5.1385 -1.2580 2.5838 -0.887 0.164 1.896 -0.0263
C -6.5752 -1.4692 2.7324 2.071 0.266 2.284 -0.0539
C -7.1070 -1.5333 4.1081 2.144 0.325 -1.015 -0.0472
C -6.2039 -1.4033 5.2664 0.542 0.212 -1.769 -0.0522
C -4.7453 -1.1847 5.1253 -1.856 -0.368 -2.139 0.0067
C -0.4145 0.2721 1.0620 -1.963 -0.827 0.862 -0.0068
C -0.4565 1.7045 1.6803 0.914 -0.719 0.122 -0.1420
C 0.4329 1.9393 2.8430 -2.196 3.542 -1.243 0.0245
C 0.3501 3.3456 3.3300 -0.932 -2.238 -2.145 -0.0112
C -0.5691 4.2251 2.5973 0.874 0.286 1.230 -0.1200
N -1.4000 3.9629 1.5546 1.370 -1.781 0.746 0.0722
C -1.3535 2.6860 1.0790 1.489 -0.279 1.377 -0.0628
N 0.6190 -0.1493 0.2152 -1.200 -0.997 0.615 0.0009
C 1.6764 0.8422 -0.0674 1.317 1.086 -0.867 -0.1034
C 1.1869 1.7566 -1.2719 0.250 -0.023 0.523 -0.7272
O 0.5776 1.3173 -2.1861 0.344 0.347 0.549 0.0705
Cl 1.6746 3.4949 -1.1505 -0.241 -1.294 0.044 0.6702
C 0.6309 -1.4235 -0.3361 -0.759 -1.071 0.104 -0.3800
Cl 1.9263 -1.9010 -1.4722 -1.694 0.923 1.360 0.8474
H 4.4589 -5.5578 0.5765 -1.220 -0.292 0.200 0.0878
H 3.3417 -6.0614 1.9337 0.137 0.210 -0.917 0.0836
H 2.9947 -6.6447 0.2403 0.523 0.848 0.616 0.0867
H 2.3348 -4.4062 -0.4879 0.100 0.388 1.016 0.0819
H 4.0500 -2.9807 0.6045 -0.722 -0.420 0.925 0.0834
H 2.5762 -2.3624 1.4152 0.627 -1.038 0.038 0.0481
H 3.6574 -3.5546 2.3047 -0.550 0.158 -1.027 0.0924
H 1.1011 -5.8736 1.6483 -0.420 1.064 -0.611 0.1394
H 1.5980 -4.1322 3.3819 -0.927 -0.052 -0.715 0.0912
H -0.2357 -4.2134 3.0834 1.183 0.024 -0.403 0.0858
H 0.7487 -2.8585 2.4391 0.040 -1.146 0.210 0.0635
H -1.1169 -4.9658 0.9036 0.678 0.632 -0.830 0.1061
H -0.0799 -5.6909 -0.3573 -0.184 1.317 0.355 0.1525
H -5.5255 -5.2236 2.1748 -0.437 0.470 -0.111 0.0013
H -5.0043 -5.9846 -1.2247 -0.148 0.502 -0.141 0.0914
H -3.6850 -6.1909 1.6292 0.181 0.267 -0.407 0.0879
H -4.7235 -1.1748 1.5515 -0.378 -0.033 1.102 0.1004
H -7.1933 -1.5667 1.8126 0.423 0.022 1.074 0.1065
H -8.2150 -1.6660 4.2022 1.297 0.120 0.306 0.1065
H -6.6799 -1.4383 6.2724 0.660 0.024 -0.875 0.0998
H -4.0747 -1.0604 6.0063 -0.705 -0.148 -0.898 0.1179
H 1.1075 1.1717 3.2837 -0.755 0.633 -0.456 0.1257
H 0.9753 3.7013 4.1897 -0.859 -0.261 -1.047 0.1066
H -0.5878 5.2912 2.9619 -0.102 -1.219 -0.498 0.1188
H -2.0006 2.4287 0.1992 0.711 0.192 0.994 0.1253
H 1.9819 1.4443 0.8294 -0.824 -0.672 -0.856 0.1248
H 2.6358 0.3709 -0.4362 -1.298 0.122 0.370 0.1263
C 3.7624 9.3570 6.5728 -0.031 0.114 -0.086 -0.1097
C 2.6283 8.6476 5.8425 0.012 -0.017 0.097 -0.2709
C 2.6540 7.1293 6.0195 -0.068 -0.032 -0.055 -0.2318
C 3.8972 6.4302 5.4629 0.075 0.068 0.046 -0.2285
C 4.1614 6.6620 3.9749 0.025 -0.116 0.071 -0.2658
C 3.0506 6.1317 3.0782 0.060 0.119 -0.171 -0.1179
H 4.7403 9.0507 6.1966 -0.008 0.010 0.042 0.0661
H 3.6819 10.4377 6.4373 0.052 -0.050 0.056 0.0722
H 3.7248 9.1479 7.6448 0.045 -0.007 -0.040 0.0771
H 2.6563 8.9099 4.7801 -0.021 -0.045 0.024 0.0987
H 1.6762 9.0264 6.2257 0.008 -0.031 -0.060 0.1056
H 1.7576 6.7061 5.5536 0.010 -0.014 0.011 0.0924
H 2.5750 6.8952 7.0868 -0.001 0.024 -0.039 0.1108
H 3.7973 5.3531 5.6413 0.020 0.015 -0.015 0.1056
H 4.7786 6.7452 6.0292 -0.049 -0.013 0.001 0.1031
H 5.0965 6.1605 3.7062 -0.021 0.065 0.022 0.1064
H 4.3190 7.7257 3.7749 -0.014 -0.031 0.040 0.1025
H 2.9121 5.0570 3.2254 -0.020 0.008 0.006 0.0547
H 3.3015 6.2978 2.0273 -0.084 -0.059 0.032 0.0719
H 2.0995 6.6325 3.2714 -0.001 -0.030 0.000 0.0630
C -3.7400 5.0202 -5.8664 -0.106 0.070 0.095 -0.1102
C -2.9253 4.8171 -4.5944 0.055 0.014 -0.099 -0.2708
C -1.8186 3.7732 -4.7473 0.032 0.001 0.115 -0.2273
C -2.3006 2.3551 -5.0636 -0.030 0.016 -0.097 -0.2222
C -3.2732 1.7581 -4.0466 0.044 -0.044 -0.082 -0.2597
C -2.6677 1.6043 -2.6581 -0.187 -0.104 0.200 -0.1256
H -4.2593 4.1075 -6.1647 0.019 0.028 -0.029 0.0658
H -4.4962 5.7931 -5.7121 0.028 -0.041 -0.079 0.0717
H -3.0981 5.3369 -6.6922 -0.039 -0.048 0.005 0.0771
H -3.5942 4.5483 -3.7703 0.051 -0.008 -0.004 0.0980
H -2.4676 5.7714 -4.3176 -0.011 -0.052 0.046 0.1054
H -1.2198 3.7590 -3.8305 0.018 -0.025 -0.022 0.0925
H -1.1378 4.0922 -5.5440 -0.034 -0.003 0.031 0.1120
H -1.4244 1.7018 -5.1416 -0.029 0.004 0.016 0.1089
H -2.7721 2.3402 -6.0509 0.021 0.018 0.037 0.1035
H -3.5860 0.7714 -4.4027 -0.015 0.062 0.005 0.1072
H -4.1837 2.3616 -3.9864 0.046 0.001 -0.024 0.1025
H -1.7854 0.9614 -2.6884 0.003 0.056 -0.014 0.0519
H -3.3942 1.1488 -1.9774 0.037 0.020 0.012 0.0687
H -2.3786 2.5687 -2.2331 0.045 0.004 -0.035 0.0591
C 2.8640 -4.6943 -8.3722 -0.152 0.034 -0.024 -0.1101
C 2.7894 -3.6583 -7.2569 0.097 -0.012 -0.056 -0.2726
C 3.9492 -3.7553 -6.2652 -0.042 0.071 0.070 -0.2293
C 4.0344 -5.0729 -5.4905 0.021 -0.063 -0.084 -0.2251
C 2.7879 -5.4325 -4.6819 0.136 -0.041 0.026 -0.2613
C 2.4694 -4.4222 -3.5879 -0.192 -0.086 0.040 -0.1509
H 2.8113 -5.7128 -7.9830 0.028 0.012 -0.034 0.0659
H 2.0305 -4.5641 -9.0661 0.077 -0.052 -0.009 0.0716
H 3.7930 -4.5894 -8.9380 -0.025 -0.049 0.031 0.0777
H 1.8309 -3.7499 -6.7355 0.042 0.019 0.019 0.0969
H 2.7986 -2.6609 -7.7063 -0.024 -0.013 0.062 0.1051
H 3.8788 -2.9208 -5.5596 0.030 -0.015 0.001 0.0970
H 4.8909 -3.6110 -6.8056 -0.047 -0.003 0.015 0.1119
H 4.8935 -5.0202 -4.8124 -0.032 -0.016 -0.007 0.1099
H 4.2517 -5.8914 -6.1831 -0.003 0.045 0.016 0.1038
H 2.9456 -6.4114 -4.2179 -0.023 0.029 -0.053 0.1074
H 1.9226 -5.5449 -5.3416 0.042 0.021 0.001 0.1025
H 3.3043 -4.3335 -2.8860 0.026 0.027 -0.023 0.0668
H 1.5873 -4.7404 -3.0239 0.034 0.085 0.029 0.0620
H 2.2564 -3.4331 -3.9992 0.015 -0.014 -0.012 0.0492
```
Positions in Å, forces in eV/Å.


# 2
C12H36K2O20PV2 as an isolated structure in a non-equilibrium geometry, computed with ωB97M-V with the def2-TZVPD basis set.

Properties
Frontier orbital gap, eV: 2.2
Energy relative to the best compared isomer or geometry (same formula, charge and spin), kJ/mol: 1977.2
HOMO level, eV: -7.35
Net charge: +1
Strongest force on any atom, eV/Å: 3.88
Electronic energy, eV: -147270.918

XYZ file:
```
73
Properties=species:S:1:pos:R:3:forces:R:3:lowdin_charge:R:1
K 6.0850 -1.2517 -4.3205 -0.273 -0.014 0.167 0.9660
K 0.8477 5.2720 -4.1731 -0.105 -0.199 0.214 0.9773
O 6.1309 2.5305 2.6275 -0.854 0.318 -1.501 -0.4360
V 5.2508 3.0712 1.4039 0.329 0.486 1.847 0.9664
O 5.1703 4.6538 1.5762 -0.016 -1.169 -0.514 -0.4470
O 1.9350 -5.7755 1.9211 0.958 2.560 -0.692 -0.3221
V 2.5251 -4.5338 1.0982 -1.238 -3.501 -1.120 1.1641
O 2.6846 -5.1947 -0.3482 0.203 1.669 1.806 -0.3390
P 1.5268 0.1030 -0.6599 -0.805 0.046 -1.834 -0.1445
O 1.5201 1.6006 -0.2252 -0.245 -0.138 0.276 -0.3152
O 2.9330 -0.2586 -0.2356 2.293 -0.479 0.490 -0.3110
O 1.3582 0.0960 -2.2127 -0.189 -0.145 1.509 -0.4337
O 0.6713 -0.9191 0.1242 -0.025 0.596 -0.564 -0.3509
C 5.8005 -3.6501 5.3896 0.737 -1.269 -1.341 -0.2511
C 6.9661 -3.8470 4.3991 -0.348 0.352 -1.043 -0.1962
O 6.4803 -4.4577 3.1252 0.416 0.673 1.762 -0.0963
O 4.7665 -2.9214 4.7913 -0.450 0.994 -0.389 -0.0638
H 6.2546 -3.2097 6.2773 -0.425 -0.051 0.234 0.1260
H 5.3265 -4.6207 5.5361 0.517 -0.266 0.752 0.1191
H 7.8284 -4.3659 4.8177 -0.431 -0.874 0.212 0.1099
H 7.4304 -2.8785 4.2134 -0.439 0.434 -0.480 0.1067
H 7.2194 -4.4521 2.5127 0.107 -0.018 0.037 0.0642
H 4.5501 -2.1184 5.2707 0.149 0.015 0.091 0.0934
C -2.0892 6.7407 2.5097 -0.595 -1.762 0.140 -0.2635
C -3.0803 5.7984 1.7708 -0.912 1.258 3.267 -0.3073
O -2.6240 5.4056 0.5700 1.125 -0.617 -2.438 -0.0386
O -2.0899 8.0241 1.9906 -0.158 1.213 0.397 -0.0440
H -1.0727 6.3529 2.5766 0.378 -0.483 -0.730 0.1113
H -2.3328 6.6687 3.5696 -0.592 1.020 0.106 0.1182
H -4.0434 6.3051 1.7092 0.087 0.396 -0.481 0.1261
H -3.3486 4.9328 2.3764 0.361 -0.266 0.490 0.1168
H -1.8328 4.9286 0.8310 0.333 -0.381 -0.757 0.0969
H -2.0220 8.0319 1.0330 0.008 -0.403 -0.013 0.0871
C 1.6614 -2.5475 -8.3806 0.031 2.391 -1.568 -0.2563
C 1.3965 -1.0343 -8.6381 0.419 -0.409 -1.332 -0.2503
O 2.0853 -0.2205 -7.7456 1.429 0.831 1.081 -0.0759
O 0.9901 -2.8417 -7.2270 -0.886 -1.296 1.275 -0.0343
H 2.7264 -2.7572 -8.2804 0.362 0.332 -0.030 0.1118
H 1.3626 -3.0656 -9.2918 -0.670 -0.534 0.434 0.1218
H 0.3707 -0.6702 -8.5803 -0.577 -1.083 -0.180 0.1264
H 1.7328 -0.7488 -9.6349 0.240 -0.043 -0.032 0.1189
H 1.7483 -0.3348 -6.8539 -0.124 0.177 0.067 0.0742
H 1.0294 -2.0458 -6.6916 -0.224 -0.369 0.392 0.0717
C -5.0720 -3.4756 0.6850 0.580 -0.756 0.831 -0.2266
C -4.2671 -4.7535 0.4608 -0.967 -0.742 0.215 -0.2735
O -3.2118 -4.6470 -0.4522 0.324 0.429 -0.362 -0.0514
O -4.3785 -2.6208 1.5975 -0.204 0.210 -0.289 -0.0680
H -5.9863 -3.7417 1.2155 -0.115 0.033 -0.173 0.1186
H -5.3204 -2.9980 -0.2628 0.082 0.159 -0.062 0.1179
H -4.9116 -5.5562 0.1025 -0.181 0.139 -0.357 0.1180
H -3.8982 -5.1547 1.4048 0.042 0.335 0.429 0.1184
H -2.6883 -3.8926 -0.1720 0.391 0.024 -0.222 0.0757
H -3.4634 -2.5417 1.3182 0.090 0.219 -0.022 0.0707
C -4.8321 0.9758 -5.4859 0.193 -0.125 -0.463 -0.2308
C -5.8097 1.4774 -6.5607 -0.004 -1.431 0.078 -0.2680
O -6.4145 2.6573 -6.1704 -0.714 1.143 0.507 -0.0496
O -3.6835 1.7872 -5.6049 0.872 0.965 0.091 -0.0898
H -4.4618 -0.0483 -5.5318 -0.690 -0.367 -0.609 0.1174
H -5.2900 1.0740 -4.5017 -0.227 0.261 0.051 0.1181
H -6.6110 0.7505 -6.6932 -0.089 -0.093 0.167 0.1201
H -5.3906 1.6151 -7.5574 0.677 -0.298 0.072 0.1190
H -5.7909 3.3853 -6.2239 0.131 -0.048 0.014 0.0877
H -2.9230 1.3376 -5.2292 -0.114 -0.016 0.124 0.0786
C -0.0266 1.5749 6.6256 -0.649 -0.856 -0.641 -0.3002
C 0.0338 1.4080 8.1208 1.799 -1.017 -0.097 -0.1731
O 1.1409 0.4568 8.5298 -1.873 1.368 -0.823 -0.0861
O 1.1080 2.0148 5.9472 0.967 0.832 0.135 -0.0538
H -0.8556 2.2431 6.3926 -0.350 0.240 0.372 0.1171
H -0.2744 0.6426 6.1181 -0.444 -0.579 0.580 0.1201
H -0.9502 0.9978 8.3476 0.087 -0.101 0.544 0.1117
H 0.1832 2.3708 8.6096 0.015 -0.056 0.083 0.1166
H 1.4318 0.7428 9.3988 -0.014 0.015 0.048 0.0621
H 0.7842 2.1238 5.0501 0.478 0.124 -0.228 0.0856
```
Positions in Å, forces in eV/Å.